Here is a single C5H9N molecule from the Open Molecules 2025 dataset. Energies are from ωB97M-V with the def2-TZVPD basis set.

```
15
Properties=species:S:1:pos:R:3
C 2.21725 -0.04342 0.21060
N 1.51836 0.45721 -0.71292
C 0.14969 0.69610 -0.36748
C -0.08634 1.76849 0.42079
C -0.98002 -0.14553 -0.87034
C -1.23146 -1.36115 0.07258
H 3.28575 -0.26946 0.15126
H 1.95435 -0.02333 1.27154
H -1.08388 1.95008 0.80695
H 0.81215 2.11657 0.91207
H -1.92166 0.39709 -0.84018
H -0.69603 -0.45615 -1.89905
H -2.21163 -1.69791 -0.26616
H -0.45851 -2.16633 -0.04070
H -1.26802 -1.22225 1.15103
```

Values from the calculation:
Total charge   0
Gap between HOMO and LUMO   0.36826 Ha
SMILES   C=NC(=C)CC
Energy above the lowest of the compared OMol25 structures with the same formula, charge and spin   44.3 kcal per mole